No. 1
A cluster of 8 separate species, C46H75N4O27P4 in total, computed with ωB97M-V/def2-TZVPD.

The geometry in XYZ format:
```
156
Properties=species:S:1:pos:R:3
C -4.85507 2.24172 -2.97705
C -3.74171 1.20242 -3.00683
O -3.23663 0.91105 -1.67558
P -2.22941 1.85418 -0.91406
O -2.66892 2.33151 0.40851
C -0.68212 0.93775 -0.77857
C -0.60058 -0.15485 0.31384
C -1.03660 0.30366 1.66284
N -2.25727 0.27434 2.18820
P -3.80762 -0.40944 1.51319
C -3.25253 -1.87124 0.55281
C -4.34938 -1.36851 2.99591
C -3.18016 -2.12440 3.62514
C -2.22911 0.94434 3.40375
C -3.39778 1.26757 4.22629
C -4.32460 2.19007 3.76545
C -5.40345 2.48150 4.56879
C -5.51001 1.84640 5.79525
N -4.61496 0.98264 6.25787
C -3.58075 0.70523 5.47799
C -0.97039 1.30288 3.65715
C -0.45287 2.06273 4.83618
N -0.77740 3.48479 4.68420
N -0.19900 0.86729 2.56905
P 1.54351 1.08560 2.63902
P 2.46557 1.85109 0.83466
O 3.84413 2.18594 1.22796
O 1.66731 3.15180 0.35117
O 2.45889 0.72479 -0.29696
O -1.94212 3.02153 -1.95031
C -1.07039 4.07836 -1.49075
C -1.76315 5.43916 -1.57112
H -4.73226 2.91951 -2.13245
H -5.82045 1.75167 -2.85617
H -4.87004 2.81485 -3.90307
H -2.92808 1.47417 -3.67758
H -4.13419 0.24988 -3.36272
H 0.09171 1.69198 -0.66515
H -0.49930 0.44652 -1.73858
H 0.44717 -0.45663 0.38607
H -1.13421 -1.03624 -0.00149
H -3.95152 -2.66654 0.82103
H -2.26694 -2.26130 0.79785
H -3.34326 -1.68030 -0.51471
H -5.06303 -2.08237 2.57542
H -4.86408 -0.72984 3.70727
H -2.50092 -1.47793 4.18084
H -2.57985 -2.59208 2.84488
H -3.48708 -2.92142 4.30558
H -4.19161 2.65578 2.79556
H -6.15342 3.19538 4.25451
H -6.36226 2.05110 6.43314
H -2.85946 -0.01100 5.85830
H -0.94017 1.70340 5.74199
H 0.61945 1.88271 4.95139
H -0.57818 3.98658 5.54010
H -0.23378 3.90802 3.94122
H 1.98375 -0.23998 2.48785
H 2.07457 3.47264 -0.46929
H 2.97020 1.05054 -1.05614
H -0.75242 3.89902 -0.46331
H -0.17286 4.05423 -2.11560
H -1.24843 6.09878 -2.26926
H -2.80409 5.31564 -1.85764
H -1.70557 5.92457 -0.59540
C 5.95785 0.06676 -0.72226
C 7.43414 0.05091 -0.43743
C 8.03893 1.39014 -0.06844
O 9.38989 1.25230 -0.52472
C 9.39455 0.35954 -1.54130
O 10.31103 0.15574 -2.26617
O 8.19675 -0.27097 -1.62141
H 5.63284 -0.89797 -1.10568
H 5.39222 0.29169 0.18254
H 5.72059 0.81474 -1.48410
H 7.67087 -0.70238 0.31831
H 8.02259 1.60594 0.99606
H 7.57043 2.21119 -0.61686
C 7.55748 -3.66268 -6.09316
C 6.60988 -2.90324 -5.20831
C 7.25081 -2.07527 -4.11482
O 6.22452 -2.06792 -3.10462
C 5.48740 -3.19101 -3.26007
O 4.68133 -3.57232 -2.47002
O 5.78778 -3.80085 -4.42104
H 7.00993 -4.31921 -6.76250
H 8.14228 -2.96952 -6.69735
H 8.23681 -4.27516 -5.49815
H 5.93264 -2.28987 -5.80948
H 7.49544 -1.06018 -4.41229
H 8.13933 -2.55223 -3.69849
C -4.00152 8.44116 2.17232
C -4.96917 8.28841 1.02789
C -5.87390 7.07634 1.12735
O -6.12939 6.76260 -0.24694
C -5.08715 7.23097 -0.97468
O -4.89418 6.96818 -2.11842
O -4.29364 8.01699 -0.21977
H -3.28998 9.24067 1.98000
H -4.55087 8.66910 3.08686
H -3.42782 7.52677 2.31484
H -5.55393 9.19981 0.87799
H -6.80796 7.25782 1.65204
H -5.35413 6.22745 1.57966
C 3.38636 6.69211 1.51340
C 2.11349 6.78387 0.71424
C 1.97811 8.00478 -0.17343
O 0.55652 8.17768 -0.23116
C 0.03005 7.66229 0.90021
O -1.09219 7.81401 1.25599
O 0.96659 6.94405 1.57146
H 3.34378 5.85393 2.20792
H 4.23925 6.54810 0.85027
H 3.53842 7.60124 2.09548
H 1.96217 5.86873 0.13295
H 2.37913 7.87454 -1.17480
H 2.41871 8.89281 0.28440
C -2.30531 -6.78160 0.74961
C -1.14652 -6.13462 1.45182
C -1.30729 -5.95830 2.94728
O -0.50226 -4.78938 3.20366
C -0.46941 -4.06346 2.07305
O -0.07198 -2.93542 2.00276
O -0.98030 -4.75185 1.04037
H -2.16064 -6.74670 -0.33022
H -2.40499 -7.81936 1.05585
H -3.23659 -6.26636 0.98102
H -0.21088 -6.65040 1.22229
H -0.94838 -6.79616 3.53715
H -2.33937 -5.73380 3.22298
C -3.78620 -7.50585 6.78531
C -4.74501 -7.68689 5.63940
C -5.34617 -9.06995 5.49124
O -5.58892 -9.14344 4.07891
C -4.70715 -8.33410 3.46210
O -4.50865 -8.30761 2.29031
O -4.06884 -7.55131 4.36782
H -3.31271 -6.52581 6.73948
H -4.31628 -7.58937 7.73351
H -2.99907 -8.25988 6.75207
H -5.53307 -6.92969 5.67013
H -6.27432 -9.21173 6.03685
H -4.63675 -9.85529 5.76088
C 3.60961 -5.96096 -11.28104
C 4.83238 -5.67449 -10.45157
C 4.57427 -5.21262 -9.03114
O 5.72969 -4.40605 -8.76450
C 6.18038 -3.92095 -9.95142
O 6.99796 -3.06836 -10.05631
O 5.56018 -4.54438 -10.97516
H 3.88812 -6.16315 -12.31395
H 3.08413 -6.83034 -10.88625
H 2.93392 -5.10499 -11.27868
H 5.51213 -6.53085 -10.45671
H 4.50786 -6.02089 -8.30782
H 3.68545 -4.58125 -8.96003
```

The value obtained for the total energy is -147319.00214 eV. The calculation puts the relative energy (zero: lowest compared OMol25 entry of this formula, charge and spin) at 0.0 kcal per mole. Its largest force on an atom is 1.42 eV/Å. For the HOMO-LUMO gap, the calculation gives 9.017 eV. The total charge is +1. For the LUMO energy, the calculation gives -0.0872 Ha.

Here are the Mulliken charges for atoms 1 to 5, given in e:
1. C -0.936
2. C -0.329
3. O -0.130
4. P 0.195
5. O -0.375



No. 2
The molecule C19H21ClN4O4S, computed with ωB97M-V/def2-TZVPD.

The geometry in XYZ format:
```
50
Properties=species:S:1:pos:R:3
C -1.69632 3.04321 2.88308
N -1.18337 2.13640 3.85428
C -0.05804 1.32432 3.47827
C -0.30987 0.22894 2.42137
C -0.22117 0.57984 1.07171
C -0.37793 -0.32694 0.04211
C -0.06055 0.19460 -1.32898
C -0.88437 -0.61579 -2.29266
C -2.47761 -0.45621 -2.08628
O -2.84216 0.46636 -1.34916
O -3.28821 -1.29392 -2.75568
C 1.43903 0.27686 -1.62862
C 2.37325 -0.34151 -0.69468
C 3.73619 -0.47296 -1.06421
C 4.30156 0.08516 -2.18693
C 3.35157 0.77941 -3.01396
C 1.97046 0.87898 -2.76498
N 3.89622 1.37449 -4.01629
N 5.18932 1.04069 -3.97240
N 5.50217 0.22227 -2.89688
C 6.78164 -0.51490 -2.80841
C -0.63962 -1.67792 0.43531
C -0.79831 -2.07713 1.75203
C -0.68118 -1.06957 2.78016
Cl -0.96570 -1.61222 4.48406
S -0.96958 2.70664 5.54601
C -2.68038 2.81864 6.07705
O -0.36260 4.03031 5.43338
O -0.17025 1.82090 6.47078
H -2.68492 3.45896 3.19912
H -1.01338 3.88696 2.74151
H -1.80602 2.56539 1.90804
H 0.35242 0.82275 4.35766
H 0.75381 1.99034 3.07644
H 0.22381 1.50151 0.81169
H -0.45704 1.11028 -1.49536
H -0.62740 -0.19035 -3.26204
H -0.51179 -1.64350 -2.40499
H -4.21734 -1.11781 -2.46527
H 2.13521 -0.77832 0.19817
H 4.50059 -0.98699 -0.39419
H 1.26410 1.53422 -3.28136
H 6.97140 -0.97776 -1.91134
H 6.81473 -1.28044 -3.59450
H 7.70940 0.18496 -3.04885
H -0.57291 -2.45569 -0.46645
H -1.08158 -3.09258 2.01042
H -3.21272 1.82690 5.92320
H -2.70876 3.04237 7.23382
H -3.24694 3.50873 5.45364
```

The value obtained for the total energy is -57547.85038 eV. The calculation puts the relative energy (zero: lowest compared OMol25 entry of this formula, charge and spin) at 98.6 kcal per mole. Its largest force on an atom is 5.69 eV/Å. For the HOMO-LUMO gap, the calculation gives 8.998 eV. Its structure (SMILES) is CN(Cc1cc([C@H](CC(=O)O)c2ccc3c(c2)nnn3C)ccc1Cl)S(C)(=O)=O. For the LUMO energy, the calculation gives 0.0035 Ha.

Here are the Mulliken charges for atoms 1 to 5, given in e:
1. C -0.787
2. N 0.181
3. C -2.148
4. C 0.405
5. C 0.166



No. 3
A structure of composition BrH8LiO4, computed with ωB97M-V/def2-TZVPD.

The geometry in XYZ format:
```
14
Properties=species:S:1:pos:R:3
Li -1.04992 -1.22745 2.62651
Br -0.67484 -0.30747 0.26273
O 1.80790 -2.35337 -0.59136
H 0.95777 -1.77527 -0.36537
H 2.54781 -1.84272 -0.25045
O -3.77937 0.27875 -0.87965
H -4.21519 -0.58561 -1.09785
H -2.76477 -0.01087 -0.81581
O 2.06932 1.27876 1.98354
H 2.73858 0.67167 1.66100
H 1.22977 1.14755 1.46817
O 0.60861 1.90203 -1.22796
H 0.66993 1.35723 -2.04387
H -0.14559 1.46677 -0.72965
```

The value obtained for the total energy is -78568.25132 eV. The calculation puts the relative energy (zero: lowest compared OMol25 entry of this formula, charge and spin) at 50.8 kcal per mole. Its largest force on an atom is 3.32 eV/Å. For the HOMO-LUMO gap, the calculation gives 8.269 eV. For the LUMO energy, the calculation gives -0.0640 Ha.

Here are the Mulliken charges for atoms 1 to 5, given in e:
1. Li 0.868
2. Br -0.986
3. O -0.599
4. H 0.404
5. H 0.294